(1)
Below is the molecule C2H5B in a non-equilibrium geometry, with properties calculated with wB97M-V/def2-TZVPD.

```
! wB97M-V def2-TZVPD RIJCOSX def2/J DEFGRID3
* xyz 0 1
B 0.1330 -0.4546 -0.2638
C -1.0328 0.2825 -0.6760
C 1.0819 0.0949 0.7710
H 0.4549 -1.4697 -0.6537
H 1.8450 -0.5198 1.3345
H -1.8007 -0.1651 -1.2847
H -1.6233 1.1632 -0.2988
H 0.9420 1.0685 1.0715
*
```

Summary:
Relative energy (zero: lowest compared OMol25 entry of this formula, charge and spin): 47.0 kcal per mole
Energy: -2827.738 eV
Frontier orbital gap (spin up / spin down): 8.846 / 8.405 eV
LUMO (spin up / spin down): -1.021 / -1.223 eV

The Mulliken scheme yields these atomic charges, measured in e: B -0.065; C -0.406; C -0.464; H -0.130; H 0.225; H 0.281; H 0.261; H 0.298

(2)
Below is a cluster of 2 separate species, C5H12O2 in total in a non-equilibrium geometry, with properties calculated with wB97M-V/def2-TZVPD.

```
! wB97M-V def2-TZVPD RIJCOSX def2/J DEFGRID3
* xyz 0 1
C -3.0937 -0.1161 -0.5166
C -2.0284 0.8726 -0.0936
C 1.5414 -0.1480 1.2028
O 2.6361 0.2343 0.3994
C 0.3724 0.6309 0.6545
C -0.8784 0.2053 0.6374
H -3.9745 0.3875 -0.9118
H -3.4148 -0.7345 0.3265
H -2.6519 -0.7477 -1.2835
H -2.3232 1.6651 0.5871
H -1.6216 1.3703 -0.9688
H 1.2322 -1.1649 0.9564
H 1.7297 -0.0779 2.2700
H 3.4989 -0.1110 0.6417
H 0.5854 1.6449 0.3185
H -1.1560 -0.6488 1.2566
H 0.2705 -1.0921 -1.7229
H 1.6723 -0.5319 -1.5158
O 1.1984 -1.3176 -1.8318
*
```

Summary:
Structure (SMILES): CC/C=C/CO.O
Relative energy (zero: lowest compared OMol25 entry of this formula, charge and spin): 39.4 kcal per mole
Energy: -9473.426 eV
Frontier orbital gap: 10.241 eV
LUMO: 0.885 eV

The Mulliken scheme yields these atomic charges, measured in e: C -1.131; C -0.349; C -0.429; O -0.527; C -0.529; C -0.130; H 0.335; H 0.311; H 0.272; H 0.318; H 0.273; H 0.275; H 0.381; H 0.285; H 0.345; H 0.315; H 0.312; H 0.338; O -0.665

(3)
Below is a structure of composition C18H37Br14O7PS in a non-equilibrium geometry, with properties calculated with wB97M-V/def2-TZVPD.

```
! wB97M-V def2-TZVPD RIJCOSX def2/J DEFGRID3
* xyz 0 1
C -1.6933 -3.2527 0.4634
P -1.4808 -1.5703 1.1151
O -1.6693 -0.5283 -0.1688
C 0.3669 -1.3597 1.6106
C 1.2278 -0.8323 0.4843
O 2.5256 -0.4376 0.8657
O 3.2914 -1.6460 1.0317
C 0.7721 -2.6271 2.3121
O -0.1754 -2.6263 3.4440
S -0.1011 -1.1274 4.0178
O -1.3695 -0.5426 4.3115
O 0.7883 -1.0796 5.1329
O 0.5272 -0.4269 2.7367
H -2.7729 -3.3671 0.3580
H -1.1846 -3.4476 -0.4843
H -1.3800 -3.9786 1.2112
H -1.3492 -0.9632 -0.9733
H 0.7808 0.0858 0.0960
H 1.3018 -1.5384 -0.3487
H 3.8279 -1.4160 1.8017
H 0.7195 -3.5528 1.7489
H 1.7722 -2.6005 2.7405
Br 1.4943 0.7271 -3.1211
C -0.3368 1.3908 -3.0877
C -0.4040 2.7265 -2.4008
Br -0.2782 2.5350 -0.4683
H -0.9470 0.6407 -2.5963
H -0.6352 1.4720 -4.1304
H -1.3640 3.2054 -2.5812
H 0.3953 3.3923 -2.7098
Br 0.9842 5.2195 -5.0996
C 2.6787 4.8054 -5.9680
C 3.3572 3.6210 -5.3366
Br 4.1941 4.0780 -3.6449
H 3.2801 5.7076 -5.9232
H 2.4265 4.5897 -7.0036
H 4.1714 3.2813 -5.9732
H 2.6722 2.8022 -5.1366
Br -3.5303 -1.7125 3.2635
C -5.4220 -2.1354 3.5442
C -5.7497 -2.4709 4.9745
Br -5.1712 -4.2716 5.4380
H -5.6689 -2.9425 2.8627
H -5.9419 -1.2327 3.2357
H -6.8254 -2.4653 5.1372
H -5.2725 -1.7979 5.6797
Br -6.9799 2.4880 -0.7482
C -6.0534 1.7513 0.7961
C -5.4602 0.4013 0.5030
Br -6.8130 -1.0027 0.4790
H -6.7725 1.7237 1.6082
H -5.2657 2.4638 1.0294
H -4.7617 0.1136 1.2885
H -4.9567 0.3649 -0.4572
Br -0.8136 0.5595 10.0774
C 0.7293 0.1049 8.9597
C 1.4642 -1.0926 9.4936
Br 2.5400 -0.6535 11.0554
H 1.3484 0.9942 8.9134
H 0.3269 -0.1104 7.9718
H 2.1692 -1.4600 8.7516
H 0.7950 -1.8932 9.7897
Br 0.0848 -3.2771 -2.5833
C 0.5650 -4.9602 -3.4369
C -0.6284 -5.8659 -3.5727
Br -1.1039 -6.6789 -1.8731
H 1.3587 -5.3948 -2.8386
H 0.9552 -4.6886 -4.4149
H -0.3998 -6.6924 -4.2415
H -1.5100 -5.3428 -3.9281
Br 5.7195 7.0220 -8.1526
C 6.7750 6.4205 -6.6344
C 7.5872 5.1963 -6.9631
Br 6.4743 3.6042 -7.0154
H 6.0795 6.2461 -5.8191
H 7.4282 7.2532 -6.3845
H 8.3227 5.0141 -6.1830
H 8.0853 5.2615 -7.9245
*
```

Summary:
Energy: -1034314.056 eV
Frontier orbital gap: 8.142 eV
LUMO: -0.029 eV

The Mulliken scheme yields these atomic charges, measured in e: C -0.407; P 0.213; O -0.314; C 1.103; C -0.243; O -0.260; O -0.409; C -0.947; O -0.276; S 1.155; O -0.570; O -0.648; O -0.374; H 0.397; H -0.272; H 0.425; H 0.125; H -0.256; H 0.318; H 0.329; H 0.340; H 0.392; Br -0.117; C -0.447; C -0.431; Br -0.106; H 0.124; H 0.472; H 0.376; H 0.175; Br -0.165; C -0.446; C -0.138; Br -0.092; H 0.257; H 0.391; H -0.168; H 0.299; Br 0.179; C -0.523; C -0.711; Br -0.176; H 0.426; H 0.187; H 0.430; H 0.362; Br -0.162; C -0.627; C -0.197; Br -0.133; H 0.383; H 0.404; H -0.130; H 0.452; Br -0.139; C -0.351; C -0.555; Br -0.156; H 0.392; H 0.096; H 0.307; H 0.405; Br -0.101; C -0.663; C -0.580; Br -0.137; H 0.375; H 0.362; H 0.370; H 0.353; Br -0.121; C -0.523; C -0.571; Br -0.089; H 0.259; H 0.364; H 0.353; H 0.382

(4)
Below is a cluster of 3 separate species, C19H22IN5O2 in total in a non-equilibrium geometry, with properties calculated with wB97M-V/def2-TZVPD.

```
! wB97M-V def2-TZVPD RIJCOSX def2/J DEFGRID3
* xyz 0 1
I -6.0457 -0.7318 -3.0500
C -4.0182 -0.7045 -2.2175
C -2.8149 -1.1910 -3.0757
N -1.4434 -1.1954 -2.6869
C -1.3388 -0.6667 -1.3531
C 0.1210 -0.5462 -0.7492
C 0.4133 -0.0077 0.6839
C 1.9253 0.0996 1.1378
C 2.4423 -0.1571 2.6025
C 3.9628 0.0262 2.8378
N 4.9641 0.3990 1.8858
C 4.4696 0.5923 0.5581
C 3.0032 0.4892 0.0619
C -0.7949 0.4384 1.5941
C -2.2124 0.3152 0.9992
C -2.5119 -0.2105 -0.4526
N -3.8846 -0.2282 -0.8821
H -3.0537 -1.5852 -4.1332
H 1.0156 -0.8640 -1.3821
H 1.7303 -0.4685 3.4344
H 4.3274 -0.1418 3.9211
H 5.2529 0.8623 -0.2423
H 2.6354 0.6414 -1.0032
H -0.6000 0.8475 2.6397
H -3.1057 0.6484 1.6387
C -5.1233 -0.0146 2.7084
O -4.5479 0.9976 3.0734
N -5.5180 -1.0341 3.5226
C -6.1981 -2.2071 3.0123
C -5.2486 -0.9416 4.9444
H -5.3761 -0.1854 1.6492
H -7.1772 -2.2880 3.4917
H -5.6030 -3.0937 3.2459
H -6.3335 -2.1420 1.9314
H -5.7365 -0.0491 5.3438
H -4.1707 -0.8505 5.0992
H -5.6205 -1.8262 5.4629
C 5.4215 0.2777 -2.8869
O 4.5933 -0.1478 -2.1008
N 5.2219 1.3020 -3.7651
C 6.2587 1.7526 -4.6713
C 3.9303 1.9612 -3.7926
H 6.4345 -0.1520 -2.9479
H 6.4739 2.8054 -4.4713
H 5.9059 1.6414 -5.6999
H 7.1724 1.1702 -4.5418
H 3.7228 2.3833 -2.8060
H 3.1577 1.2249 -4.0285
H 3.9213 2.7549 -4.5404
*
```

Summary:
Structure (SMILES): Ic1cnc2cc(-c3ccncc3)ccc2n1.CN(C)C=O.CN(C)C=O
Energy: -39697.731 eV
Frontier orbital gap: 7.230 eV
LUMO: -1.039 eV

The Mulliken scheme yields these atomic charges, measured in e: I 0.068; C -0.151; C 0.000; N -0.551; C 0.475; C -0.656; C 0.562; C 0.330; C -0.441; C -0.170; N -0.548; C -0.216; C -0.192; C -0.684; C -0.448; C 0.252; N -0.376; H 0.330; H 0.470; H 0.328; H 0.296; H 0.197; H 0.322; H 0.393; H 0.388; C 0.214; O -0.689; N 0.101; C -0.927; C -0.941; H 0.310; H 0.341; H 0.346; H 0.303; H 0.298; H 0.288; H 0.386; C 0.001; O -0.530; N 0.141; C -0.926; C -0.898; H 0.302; H 0.339; H 0.339; H 0.286; H 0.258; H 0.309; H 0.367

(5)
Below is the molecule C4H3N3O2 in a non-equilibrium geometry, with properties calculated with wB97M-V/def2-TZVPD.

```
! wB97M-V def2-TZVPD RIJCOSX def2/J DEFGRID3
* xyz 0 1
C -0.7957 -0.5927 0.2901
C -1.5890 1.3474 0.6899
C 0.2257 0.4855 0.2358
C 1.6215 0.4323 -0.0618
H 0.6797 -2.6353 -1.7013
H -2.2111 2.0877 1.2913
H 2.1284 -0.4416 0.5219
N -0.6783 -1.7014 -0.4739
N -1.9172 -0.0250 0.7905
N -0.3570 1.7934 0.4330
O 0.7710 -1.7878 -1.0224
O 2.1222 1.0374 -0.9934
*
```

Summary:
Structure (SMILES): O=CC1=NC=N/C1=N/O
Relative energy (zero: lowest compared OMol25 entry of this formula, charge and spin): 116.6 kcal per mole
Energy: -12755.732 eV
Frontier orbital gap: 7.271 eV
LUMO: -2.778 eV

The Mulliken scheme yields these atomic charges, measured in e: C 0.481; C -0.060; C 0.706; C 0.018; H 0.358; H 0.303; H 0.261; N -0.253; N -0.537; N -0.447; O -0.402; O -0.429

(6)
Below is a cluster of 3 separate species, C4H10N2O in total in a non-equilibrium geometry, with properties calculated with wB97M-V/def2-TZVPD.

```
! wB97M-V def2-TZVPD RIJCOSX def2/J DEFGRID3
* xyz 0 1
C 1.6302 0.6958 0.1071
C -1.4056 1.4794 0.2715
N -0.6108 0.4067 -0.3295
C -0.3833 -0.6771 0.2473
N 2.3514 0.0604 -0.8369
C 0.0304 -1.8651 0.6161
O -2.5799 -0.8511 -0.2701
H -2.5449 -1.2944 -1.1303
H 2.1657 0.2912 -1.8020
H 2.5782 -0.9113 -0.6814
H 1.4215 1.7405 -0.0664
H 1.7880 0.3955 1.1348
H -2.2150 1.7038 -0.4149
H -0.7740 2.3680 0.3773
H -1.8186 1.2078 1.2425
H -0.6288 -2.7078 0.4664
H 0.9956 -2.0423 1.0684
*
```

Summary:
Relative energy (zero: lowest compared OMol25 entry of this formula, charge and spin): 169.6 kcal per mole
Energy: -9331.631 eV
Frontier orbital gap (spin up / spin down): 5.682 / 7.388 eV
LUMO (spin up / spin down): -0.583 / -0.006 eV

The Mulliken scheme yields these atomic charges, measured in e: C -0.697; C -0.687; N -0.254; C 0.823; N -0.303; C -1.024; O -0.853; H 0.204; H 0.239; H 0.315; H 0.321; H 0.436; H 0.297; H 0.316; H 0.263; H 0.301; H 0.304

(7)
Below is a structure of composition CH2FLiMgO in a non-equilibrium geometry, with properties calculated with wB97M-V/def2-TZVPD.

```
! wB97M-V def2-TZVPD RIJCOSX def2/J DEFGRID3
* xyz 1 2
C -0.5788 0.8762 0.0296
O 0.2311 -0.0558 -0.5984
Li -0.1738 0.2884 -2.3525
Mg 1.0561 -1.5446 0.2394
F 1.0426 -2.0430 1.9788
H -1.3015 0.5562 0.7852
H -0.2758 1.9226 -0.0821
*
```

Summary:
Relative energy (zero: lowest compared OMol25 entry of this formula, charge and spin): 0.0 kcal per mole
Energy: -11478.601 eV
Frontier orbital gap (spin up / spin down): 6.598 / 10.057 eV
Expectation value of S²: 0.75
LUMO (spin up / spin down): -5.658 / -5.690 eV

The Mulliken scheme yields these atomic charges, measured in e: C -0.435; O -0.650; Li 0.898; Mg 1.172; F -0.642; H 0.284; H 0.373